14
Properties=species:S:1:pos:R:3:mulliken_charge:R:1 method="wB97M-V/def2-TZVPD" spin_multiplicity=1 e_tot_ev=-8369.9583 charge=0 smiles="C=COC.C=O"
C 2.01 -0.13 0.34 -0.64
O 0.83 0.52 0.77 -0.31
C -0.07 0.94 -0.17 -0.22
C -1.26 -1.33 -0.34 -0.03
O -2.40 -1.02 -0.59 -0.45
C -1.31 1.23 0.19 -0.57
H 1.79 -1.14 -0.01 0.27
H 2.51 0.44 -0.45 0.31
H 2.67 -0.19 1.21 0.24
H 0.29 1.03 -1.20 0.33
H -0.79 -1.27 0.67 0.26
H -0.56 -1.70 -1.12 0.22
H -1.66 1.02 1.20 0.29
H -2.05 1.59 -0.51 0.29